No. 1
ORCA calculation (ωB97M-V with the def2-TZVPD basis set) on C22H21Cl2NO3 in the gas phase.

Kohn-Sham gap in eV: 8.11
LUMO in eV: 0.75
Structure (SMILES): CCOc1cccc(CNc2ccc(O)cc2)c1OCc1ccc(Cl)cc1Cl
HOMO energy in eV: -7.3654

Geometry (Å):
N 1.1930 2.3958 -1.3202
H 5.2803 1.7993 0.5648
H -3.9985 1.1392 1.5867
H 0.3407 0.6874 -2.2406
C -4.6763 -1.2280 0.7701
H -5.3405 -0.3670 0.9115
H 3.1922 -1.5745 -2.7757
C -2.9352 0.2235 -0.0397
H -1.8828 -2.1895 -0.6903
Cl 4.6232 -1.9032 -0.3444
H 3.7992 2.6651 -1.1820
C 3.3819 2.0757 -0.3766
H 1.7358 2.8618 -2.0349
H 0.7636 -1.6096 -3.2274
H -5.2494 -2.0267 0.2902
H 2.4017 -2.2898 1.3632
C -1.2718 -1.8598 -1.5322
H -3.5026 -2.5968 1.9504
C 1.5055 1.0596 0.7012
C 0.1995 -1.9355 -1.2009
C 2.3380 0.5872 1.6946
C 0.6840 -2.1167 0.0899
H -3.5156 -0.9516 2.5803
C -3.1911 1.2331 0.8784
H 5.4095 0.5742 2.4872
C 3.7031 0.8416 1.6570
H -1.4873 -2.4908 -2.3995
H -4.9446 -1.9789 2.7677
C 1.1288 -1.7504 -2.2207
C 0.0565 1.6856 -1.8797
C 4.2185 1.5937 0.6108
H -0.7797 3.4364 -0.0006
C -1.8706 0.3826 -0.9490
O 4.4901 0.3374 2.6551
C -4.1237 -1.7178 2.1056
C 2.0447 -2.1335 0.3584
C -1.3915 2.5485 -0.0102
O -3.6595 -0.9267 -0.1634
C 2.9371 -1.9270 -0.6783
C 2.4875 -1.7329 -1.9751
H -2.6542 3.1671 1.5974
O -1.6278 -0.5456 -1.9412
H -0.2921 2.2635 -2.7420
C -2.4284 2.3895 0.8835
C -1.0940 1.5388 -0.9175
H 0.4519 0.8443 0.7539
Cl -0.3972 -2.3182 1.4177
H 1.9378 0.0198 2.5199
C 2.0102 1.8199 -0.3536

Forces on atoms 1 to 2 (eV/Å):
N -0.1 0.5 -0.5
H 0.1 0.0 0.0

***

No. 2
ORCA calculation (ωB97M-V with the def2-TZVPD basis set) on C22H21ClN2O5S2 in the gas phase at a distorted geometry.

Kohn-Sham gap in eV: 8.19
LUMO in eV: -0.06
Structure (SMILES): CCOc1ccc(NS(=O)(=O)c2cc(NC(=O)CCC(=O)c3cccs3)ccc2Cl)cc1
HOMO energy in eV: -8.2460

Geometry (Å):
C 4.1077 -1.2839 1.5441
C 6.1694 -0.4234 0.5181
H 6.0668 -1.5304 2.3772
C 1.5914 -1.9434 -1.0951
C -4.7932 -0.5517 0.3320
O 3.6331 -0.6315 2.4410
H -7.4207 -1.5318 -1.2905
S 4.2514 2.0359 0.2395
C -7.7986 0.2132 -0.0799
H -4.1391 -2.2266 1.4760
H 3.5111 0.2298 -2.7930
O 0.8702 2.4517 1.4026
H 3.8516 -2.4292 -0.1301
C 3.5545 0.9171 -1.9673
C 2.7293 2.0373 -1.8174
N -1.3452 1.3911 1.7347
C 1.5434 -0.1878 0.5395
C 2.1609 -1.3215 0.0186
C -2.7749 -0.5847 1.6531
Cl -1.5479 0.3477 -1.9229
C -3.9121 -1.2115 1.1915
H 1.9629 2.3224 -2.5149
O -0.7943 2.6851 -0.3791
H -0.8921 0.9535 2.5235
C 5.5926 -1.5535 1.3968
C -6.8614 -0.6855 -0.8815
H 2.0666 -2.8155 -1.5187
C 4.4531 0.7645 -0.9308
H -2.0985 -1.1085 2.3138
C 5.3777 -0.3438 -0.7789
O -5.8623 -1.2847 -0.0801
N 3.3727 -1.8011 0.5026
H -8.5763 0.6041 -0.7303
C -4.5104 0.7590 -0.0415
S -0.1911 1.8790 0.6327
H 5.7749 -2.5184 0.9233
C -0.1460 -0.2873 -1.1690
H 7.2077 -0.6589 0.2793
O 5.4649 -1.2207 -1.6209
C 0.4228 0.3366 -0.0715
H 2.5107 3.6165 -0.3094
H -3.1473 2.4016 0.1360
H 0.0043 -1.9268 -2.5296
C -2.4984 0.7264 1.2787
C 0.4437 -1.4429 -1.6725
H -6.4102 -0.1360 -1.7165
C -3.3753 1.3911 0.4336
H -7.2563 1.0448 0.3630
C 3.0002 2.7365 -0.6756
H -8.2613 -0.3589 0.7203
H -5.1608 1.3051 -0.7056
H 6.1253 0.5208 1.0587
H 1.9525 0.3293 1.3925

Forces on atoms 1 to 2 (eV/Å):
C 0.2 -0.6 0.0
C 0.1 -0.3 -0.1

***

No. 3
ORCA calculation (ωB97M-V with the def2-TZVPD basis set) on C22H21FN2O4 in the gas phase at a distorted geometry.

Kohn-Sham gap in eV: 9.11
LUMO in eV: 0.57
Structure (SMILES): O=C(NC1CCCC1)[C@H](c1ccco1)N(C(=O)c1ccco1)c1ccc(F)cc1
HOMO energy in eV: -8.5362

Geometry (Å):
H 0.4385 -2.0766 2.3466
H 3.4098 2.6090 -2.0330
N 1.9195 -1.3373 0.3569
C 1.2156 -2.8222 2.1901
H 1.5809 -3.1544 3.1617
C 2.5061 4.2967 -0.8865
C -2.1342 -0.8796 2.3973
H 1.9529 0.3810 -1.6694
O -2.7270 1.0228 -1.2517
H 0.9837 5.0240 0.5647
H -4.7428 1.3786 -1.0248
H 0.0047 1.5712 1.5426
C -0.7021 0.0328 0.2290
O 1.0002 3.0080 0.1185
C -1.3334 0.2391 2.5386
C 1.7424 2.2198 -0.6853
C -0.6166 0.6966 1.4484
H 3.2129 -3.3013 -0.3391
C 1.4691 0.7501 -0.7533
H 1.3806 -1.7259 -0.4008
O 2.6791 0.5507 1.3379
C 2.0625 -4.6646 0.9244
H 0.1295 -4.7052 1.9496
C 2.6846 2.9646 -1.3310
C 0.7493 -4.0216 1.3724
C -4.0324 0.7103 -3.0274
C -2.2261 -1.5637 1.1979
C -2.7029 0.4262 -3.4009
H 3.0718 5.1557 -1.1828
H 2.4309 -5.3225 1.7118
C -1.4950 -1.1098 0.1181
N 0.0415 0.4600 -0.8878
C -1.9389 0.6225 -2.2766
H -2.3408 0.1163 -4.3591
H -4.9027 0.6591 -3.6483
O 0.2391 0.5813 -3.1398
H 0.1707 -3.6852 0.5101
C -3.9802 1.0720 -1.7135
H 4.0040 -3.7051 1.1762
F -2.8383 -1.3254 3.4583
H 1.9424 -5.2598 0.0206
H -1.2787 0.7432 3.4900
C 2.0811 -0.0045 0.4458
C 1.4686 4.2600 -0.0099
H 3.0795 -1.6886 1.9912
C 2.3858 -2.2608 1.3719
C 3.0390 -3.4934 0.7197
H -2.8487 -2.4410 1.1244
H -1.5457 -1.6364 -0.8245
C -0.4769 0.5396 -2.1551

Forces on atoms 1 to 2 (eV/Å):
H 0.0 0.1 0.1
H 0.1 -0.2 -0.2

***

No. 4
ORCA calculation (ωB97M-V with the def2-TZVPD basis set) on C22H21IN2OPdS as an isolated structure.

Kohn-Sham gap (alpha / beta) in eV: 7.78 / 5.17
<S²>: 6.0454
2S+1: 5
LUMO (alpha / beta) in eV: -6.57 / -9.45
HOMO energy (alpha / beta) in eV: -14.3577 / -14.6226
Total charge: +2

Geometry (Å):
C -3.0878 -2.3624 -3.7142
H -3.9576 5.4015 1.7301
H -1.8460 -5.7658 -5.0874
C -2.1934 -4.8220 -4.6913
H -4.5614 1.3425 4.0828
C 0.2393 -4.4433 2.2431
I -0.9930 2.4036 -1.1840
C -2.5528 1.7633 1.3385
H -4.4501 -2.3723 -5.3603
C -2.0650 -3.0600 -3.0582
H -4.6388 3.6311 3.3289
H 1.2143 -3.9710 2.1453
H -2.4316 4.8665 -0.1214
H -1.8161 -5.8163 1.4600
N -0.7434 -3.3643 -1.1187
H -3.6589 -4.5414 -6.2287
H -3.7203 -0.9785 3.8507
N -0.4720 -4.3248 0.9565
C -0.5528 -3.8487 3.3936
C -2.2219 2.7961 0.4463
C -2.7155 4.0959 0.5824
C -0.5187 -6.5637 -0.1116
C -3.8689 1.0913 3.2891
Pd -0.5630 -0.1159 -0.1461
C -1.4755 -2.4795 -1.8607
H -3.4249 -1.4143 -3.3188
H -1.1857 -7.3796 -0.3864
H 0.2435 -6.9668 0.5545
C -3.2107 -4.1275 -5.3351
H -0.0424 -4.0568 4.3326
C -3.6577 -2.8998 -4.8481
H -1.5516 -4.2831 3.4537
O -1.6541 -1.2809 -1.5631
H -2.0978 -5.0835 -0.1165
C -2.0416 0.4466 1.2400
C -2.4953 -0.5215 2.1539
C -3.5760 4.3955 1.6217
H 0.4063 -5.5088 2.3953
C -1.6179 -4.2936 -3.5518
H -0.0310 -6.1978 -1.0146
C -3.3917 -0.2153 3.1579
C -1.3262 -5.4612 0.5535
H -0.6368 -2.7665 3.2912
C -0.2800 -3.3319 0.1348
H -0.8058 -4.8095 -3.0587
S 0.8117 -2.0156 0.4145
C -3.9563 3.3998 2.5207
C -3.4642 2.0941 2.3907
H -2.1264 -1.5370 2.0788

Forces on atoms 1 to 2 (eV/Å):
C 0.0 0.0 0.0
H 0.0 0.0 0.0

***

Number 1: DFT total energy -2051.79502 hartree. Number 2: DFT total energy -2593.23462 hartree. Number 3: DFT total energy -1361.27468 hartree. Number 4: DFT total energy -1858.78147 hartree.